Entry from the Open Molecules 2025 dataset: one molecule with the formula C25H31N3O4S (the ωB97M-V functional and the def2-TZVPD basis).

Results
Energy above the lowest of the compared OMol25 structures with the same formula, charge and spin ... 0.0 kJ/mol
SMILES ... CC(=O)N1CCc2cc(S(=O)(=O)N[C@H](C(=O)N[C@@H]3CCCc4ccccc43)C(C)C)ccc21
LUMO level ... 0.5 eV
Orbital gap ... 0.332 Eh

The geometry in ORCA input format:
```
! RIJCOSX wB97M-V def2-TZVPD def2/J DEFGRID3
* xyz 0 1
C 1.0832 2.9575 4.3120
C -0.0105 2.0884 3.7367
O -0.6144 1.2769 4.4043
N -0.2748 2.2943 2.4123
C 0.4124 3.2740 1.5754
C -0.3381 3.2838 0.2328
C -1.2870 2.1310 0.3636
C -2.1451 1.5990 -0.5712
C -2.8953 0.4920 -0.2051
S -3.9584 -0.2928 -1.4157
O -4.8762 0.6655 -1.9526
O -4.4672 -1.5014 -0.8357
N -2.9649 -0.7458 -2.6740
C -1.8491 -1.5928 -2.3165
C -0.6444 -0.7000 -2.0176
O -0.4801 0.3484 -2.6152
N 0.1846 -1.1246 -1.0478
C 1.3651 -0.3740 -0.6819
C 2.6093 -0.9157 -1.4181
C 3.9095 -0.2354 -0.9562
C 3.6524 0.8651 0.0819
C 2.8011 0.3070 1.1793
C 3.1459 0.3697 2.5193
C 2.3341 -0.2168 3.4759
C 1.1769 -0.8710 3.0936
C 0.8235 -0.9369 1.7559
C 1.6299 -0.3488 0.7957
C -1.5457 -2.5720 -3.4730
C -0.3378 -3.4522 -3.1625
C -2.7793 -3.4274 -3.7433
C -2.8332 -0.0375 1.0685
C -2.0019 0.5205 2.0290
C -1.2138 1.5978 1.6549
H 2.0063 2.8341 3.7510
H 1.2451 2.6620 5.3446
H 0.7917 4.0055 4.2875
H 1.4568 2.9698 1.4456
H 0.3958 4.2566 2.0518
H -0.8854 4.2165 0.0839
H 0.3323 3.1542 -0.6165
H -2.2284 2.0115 -1.5635
H -2.6719 0.0453 -3.2332
H -2.1561 -2.1539 -1.4286
H 0.0586 -2.0369 -0.6402
H 1.1738 0.6471 -1.0357
H 2.4575 -0.7681 -2.4881
H 2.6671 -1.9909 -1.2347
H 4.4334 0.1946 -1.8103
H 4.5693 -0.9781 -0.5052
H 4.6011 1.2342 0.4742
H 3.1390 1.7011 -0.4029
H 4.0569 0.8726 2.8134
H 2.6044 -0.1653 4.5195
H 0.5428 -1.3227 3.8396
H -0.0896 -1.4376 1.4719
H -1.3279 -1.9673 -4.3594
H -0.5004 -4.0158 -2.2455
H 0.5691 -2.8609 -3.0599
H -0.1871 -4.1629 -3.9717
H -2.6274 -4.0426 -4.6269
H -3.6458 -2.7912 -3.8967
H -2.9809 -4.0765 -2.8945
H -3.4520 -0.8915 1.2943
H -1.9589 0.1314 3.0316
*
```

Löwdin charges, unit e, in atom order: 0.009 -0.483 0.061 0.036 -0.106 -0.069 -0.140 -0.008 -0.271 0.650 -0.280 -0.290 -0.079 -0.275 -0.459 0.065 0.134 -0.250 -0.113 -0.162 -0.142 -0.196 -0.039 -0.084 -0.077 -0.028 -0.124 -0.367 -0.061 -0.062 -0.042 0.009 -0.142 0.072 0.090 0.085 0.116 0.122 0.123 0.117 0.130 0.117 0.149 0.146 0.147 0.116 0.119 0.109 0.114 0.117 0.117 0.113 0.110 0.111 0.104 0.147 0.085 0.065 0.083 0.080 0.074 0.087 0.114 0.108

Entry from the Open Molecules 2025 dataset: a 2-piece molecular cluster, C3H10NO overall at a distorted geometry (the ωB97M-V functional and the def2-TZVPD basis).

Results
Energy above the lowest of the compared OMol25 structures with the same formula, charge and spin ... 152.4 kJ/mol
LUMO level ... 4.2 eV
Orbital gap ... 0.232 Eh

The geometry in ORCA input format:
```
! RIJCOSX wB97M-V def2-TZVPD def2/J DEFGRID3
* xyz -1 1
C -2.9571 0.4465 -0.4657
O -1.7197 -0.1623 -0.3584
H -3.6009 -0.2343 -1.0668
H -3.4289 0.5550 0.5331
H -2.9315 1.4243 -0.9913
C 0.7401 -0.5725 1.1070
N 1.0183 -0.0191 -0.1901
C 2.3891 0.1264 -0.5474
H 0.8253 0.2503 1.8294
H -0.2455 -1.0220 1.1930
H 1.4610 -1.3195 1.4893
H 0.1740 0.1132 -0.7393
H 2.9275 0.0323 0.3924
H 2.6067 1.0859 -1.0121
H 2.7417 -0.7044 -1.1731
*
```

Löwdin charges, unit e, in atom order: -0.436 -0.444 0.023 0.026 0.026 -0.196 -0.198 -0.183 0.057 0.049 0.054 0.058 0.054 0.056 0.054

Entry from the Open Molecules 2025 dataset: a 2-piece molecular cluster, C4H10NO2 overall (the ωB97M-V functional and the def2-TZVPD basis).

Results
Energy above the lowest of the compared OMol25 structures with the same formula, charge and spin ... 84.1 kJ/mol
LUMO level (alpha / beta) ... 0.8 / -2.3 eV
Orbital gap (alpha / beta) ... 0.349 / 0.237 Eh

The geometry in ORCA input format:
```
! RIJCOSX wB97M-V def2-TZVPD def2/J DEFGRID3
* xyz 0 2
C -0.8049 2.0895 1.4160
N -0.0157 0.8878 1.6716
C -0.8052 -0.3144 1.6913
O -1.5418 -0.5712 0.5039
H -1.1475 2.1495 0.3768
H -0.2383 2.9839 1.6617
H -1.7007 2.0830 2.0353
H 0.6861 0.7955 0.9425
H -1.5591 -0.2157 2.4719
H -0.1483 -1.1546 1.9286
C 2.0034 -1.6086 -2.6605
C 0.7551 -1.1539 -2.1796
O 0.6402 -0.3521 -1.2593
H 2.0295 -2.3221 -3.4742
H 2.9082 -1.2277 -2.2154
H -0.1449 -1.5430 -2.6796
H -0.9162 -0.5258 -0.2309
*
```

Löwdin charges, unit e, in atom order: -0.131 -0.109 -0.324 -0.080 0.074 0.069 0.078 0.082 0.114 0.113 0.146 -0.327 0.012 0.067 0.074 0.122 0.021

Entry from the Open Molecules 2025 dataset: one molecule with the formula C5H5NO at a distorted geometry (the ωB97M-V functional and the def2-TZVPD basis).

Results
Energy above the lowest of the compared OMol25 structures with the same formula, charge and spin ... 629.4 kJ/mol
LUMO level ... 0.6 eV
Orbital gap ... 0.328 Eh

The geometry in ORCA input format:
```
! RIJCOSX wB97M-V def2-TZVPD def2/J DEFGRID3
* xyz 0 1
N -1.8873 0.8389 1.4283
C -0.8861 0.7027 0.6727
C 0.0775 1.2499 -0.1954
O 1.4240 1.0203 -0.0486
C 1.0272 -0.1612 -0.7259
C 0.5732 -1.2706 0.1141
C -0.5992 -0.3999 -0.3520
H -0.3018 1.8560 -1.0148
H 1.4344 -0.2640 -1.7342
H 0.5824 -2.2342 -0.3984
H 0.9084 -1.3231 1.1508
H -2.3526 -0.0148 1.1034
*
```

Löwdin charges, unit e, in atom order: 0.159 -0.348 -0.148 0.036 -0.215 -0.091 -0.030 0.170 0.164 0.113 0.124 0.066

Entry from the Open Molecules 2025 dataset: C18H50O8Zr as an isolated structure at a distorted geometry (the ωB97M-V functional and the def2-TZVPD basis).

Results
LUMO level ... -10.8 eV
Orbital gap ... 0.087 Eh

The geometry in ORCA input format:
```
! RIJCOSX wB97M-V def2-TZVPD def2/J DEFGRID3
* xyz 2 1
Zr -3.1001 -0.7222 2.6600
C 0.7174 0.1589 0.0725
C -0.1461 -1.0505 0.5413
C 0.7516 -2.2356 0.8304
O -1.1304 -0.8205 1.5574
H 1.4437 0.5623 0.7781
H 0.0455 0.9935 -0.1279
H 1.2106 -0.0430 -0.8784
H -0.6314 -1.2890 -0.4052
H 1.3207 -2.6203 -0.0159
H 0.2290 -3.1269 1.1778
H 1.5849 -2.1131 1.5224
C -3.5712 0.1025 -1.1209
C -4.5412 0.7850 -0.1751
C -5.8863 0.2114 -0.5792
O -4.1166 0.5840 1.1823
H -3.2051 -0.8788 -0.8188
H -2.6903 0.7434 -1.1559
H -3.9961 0.0735 -2.1243
H -4.4588 1.8717 -0.1932
H -6.1122 0.4648 -1.6150
H -6.5812 0.5722 0.1791
H -5.9045 -0.8768 -0.5193
C -0.8297 0.9763 -3.8498
C -0.5152 1.7949 -5.0683
O 0.8349 1.4854 -5.4475
H -1.8689 0.9559 -3.5214
H -0.1421 1.3822 -3.1079
H -0.5000 -0.0469 -4.0302
H -0.8112 2.8366 -4.9448
H -1.1415 1.4688 -5.8987
H 1.1664 2.2453 -5.9315
C 0.4504 -5.3608 2.9250
C 0.8519 -5.9245 4.2864
O 0.0827 -5.1156 5.2125
H 1.4056 -5.2711 2.4076
H 0.1975 -4.3024 2.9881
H -0.3485 -5.8399 2.3590
H 1.8920 -5.8209 4.5955
H 0.6728 -6.9940 4.3970
H -0.7680 -5.4767 5.4723
C -0.9902 3.8957 -0.9177
C -0.7661 5.3861 -1.0513
O -1.9951 6.1090 -1.2921
H -1.2912 3.3982 -1.8397
H -1.7885 3.8974 -0.1755
H -0.1168 3.3780 -0.5211
H -0.1803 5.6796 -1.9224
H -0.1367 5.8739 -0.3070
H -2.3294 5.8726 -2.1604
C 4.2621 2.8202 0.3690
C 4.5266 4.2750 -0.1122
O 4.3667 5.0865 1.0135
H 4.7190 2.4927 1.3029
H 4.4437 2.1217 -0.4478
H 3.1786 2.7309 0.4475
H 3.6709 4.5064 -0.7466
H 5.4936 4.4590 -0.5803
H 5.0413 4.7251 1.5931
C 3.6224 -2.2291 -3.4061
C 2.5706 -1.1330 -3.8060
O 2.6528 -0.8890 -5.1836
H 3.5943 -2.4027 -2.3304
H 4.6209 -1.8954 -3.6883
H 3.3707 -3.1518 -3.9290
H 2.6489 -0.1741 -3.2938
H 1.5649 -1.4632 -3.5461
H 1.9243 -0.2860 -5.3490
C -0.7756 -1.9626 6.2087
C -0.7361 -1.6477 4.7154
O -2.1001 -1.8931 4.2435
H -1.2548 -1.1872 6.8064
H 0.2387 -2.0496 6.5982
H -1.1307 -2.9661 6.4431
H -0.0617 -2.3209 4.1861
H -0.4131 -0.6413 4.4492
H -2.3054 -2.7543 4.6146
*
```

Löwdin charges, unit e, in atom order: 2.195 -0.015 -0.455 -0.051 -0.292 0.085 0.057 0.089 0.135 0.098 0.056 0.095 -0.060 -0.480 -0.037 -0.341 0.079 0.070 0.096 0.156 0.105 0.089 0.090 -0.094 -0.301 -0.068 0.062 0.065 0.072 0.115 0.113 0.101 -0.086 -0.242 -0.122 0.079 0.020 0.083 0.119 0.119 0.078 -0.090 -0.307 -0.081 0.058 0.070 0.057 0.107 0.119 0.078 -0.088 -0.313 -0.079 0.073 0.065 0.045 0.108 0.115 0.079 -0.059 -0.348 -0.066 0.052 0.076 0.075 0.095 0.084 0.039 -0.040 -0.209 -0.249 0.096 0.109 0.084 0.114 0.129 0.125

Entry from the Open Molecules 2025 dataset: a 5-piece molecular cluster, C4H15NO6 overall (the ωB97M-V functional and the def2-TZVPD basis).

Results
Energy above the lowest of the compared OMol25 structures with the same formula, charge and spin ... 115.2 kJ/mol
SMILES ... N[C@H](C=O)CC=O.O.O.O.O
LUMO level ... 0.6 eV
Orbital gap ... 0.376 Eh

The geometry in ORCA input format:
```
! RIJCOSX wB97M-V def2-TZVPD def2/J DEFGRID3
* xyz 0 1
N 0.2710 -0.5060 1.6811
C 0.6536 0.1215 0.4189
C 2.0904 -0.1972 0.0125
O 2.5153 -1.3216 0.1125
C 0.3320 1.6175 0.4462
C -1.0127 1.9029 -0.1673
O -1.3532 1.4072 -1.2243
H 0.9986 -0.4230 2.3848
H 0.1065 -1.4943 1.5128
H 0.0505 -0.3505 -0.3504
H 2.7349 0.6012 -0.3854
H 0.3601 1.9882 1.4655
H 1.0570 2.2098 -0.1152
H -1.6808 2.5989 0.3455
O 1.1280 0.7357 -2.3772
H 1.1405 0.3139 -3.2410
H 0.1998 0.9881 -2.1879
O -2.0286 1.1052 2.3476
H -2.3722 1.0123 3.2394
H -1.3293 0.4217 2.2422
O 0.1844 -2.9682 0.1312
H -0.2847 -2.6029 -0.6352
H 1.1050 -2.6665 0.0613
O -1.2523 -1.6493 -1.9401
H -2.0995 -2.1071 -2.0196
H -1.5142 -0.7375 -1.7581
*
```

Löwdin charges, unit e, in atom order: 0.058 -0.354 -0.195 0.054 -0.110 -0.205 0.018 0.105 0.064 0.102 0.125 0.115 0.127 0.123 -0.044 0.059 0.015 -0.082 0.036 0.001 -0.076 -0.002 0.014 -0.043 0.070 0.024